1.
The following is a quantum chemistry calculation of an isolated molecule of C6H6O in a non-equilibrium geometry, from the Open Molecules 2025 dataset.

Cartesian coordinates (Å):
O1 -0.02 -1.17 0.85
C1 -2.84 0.59 0.08
C2 -1.65 0.42 -0.01
H1 2.92 1.42 0.32
H2 2.19 -0.32 0.88
H3 0.90 -1.87 -0.94
H4 0.61 2.14 -0.24
C3 -0.09 -1.56 -0.52
H5 -0.84 -2.27 -0.92
C4 -0.26 0.02 0.11
C5 0.86 0.99 0.01
H6 -3.83 0.88 -0.15
C6 2.05 0.73 0.53

The spin multiplicity is 1. Its SMILES is C#C[C@]1(C=C)CO1. The calculation puts the molar mass at 94.11 g mol⁻¹. The value obtained for the total energy is -307.27642 Eh. For the gap between HOMO and LUMO, the calculation gives 9.85 eV. As for the HOMO energy: -9.0601 eV. For the energy above the lowest of the compared OMol25 structures with the same formula, charge and spin, the calculation gives 5.0890 eV.

=====

2.
The following is a quantum chemistry calculation of an isolated molecule of C6H6O, from the Open Molecules 2025 dataset.

Cartesian coordinates (Å):
H1 -2.02 1.80 0.01
H2 0.65 1.79 -0.55
H3 -1.15 -1.90 0.68
H4 -1.80 1.13 -1.63
H5 1.05 -1.44 1.74
C1 -1.50 1.04 -0.59
C2 1.43 -0.76 0.95
C3 -0.04 0.98 -0.33
C4 -0.97 -0.89 0.34
O1 -2.00 -0.24 -0.13
C5 2.69 -0.44 0.57
H6 3.45 -0.95 1.20
C6 0.26 -0.20 0.30

The spin multiplicity is 1. The calculation puts the molar mass at 94.11 g mol⁻¹. The value obtained for the total energy is -307.25250 Eh. For the gap between HOMO and LUMO (spin up / spin down), the calculation gives 4.58 / 5.17 eV. As for the HOMO energy (spin up / spin down): -6.2534 / -6.6295 eV. For the energy above the lowest of the compared OMol25 structures with the same formula, charge and spin, the calculation gives 5.7396 eV.

=====

3.
The following is a quantum chemistry calculation of an isolated molecule of C6H6O in a non-equilibrium geometry, from the Open Molecules 2025 dataset.

Cartesian coordinates (Å):
C1 2.35 0.83 0.47
H1 -2.16 2.56 -0.75
C2 -1.74 1.58 -0.72
C3 -0.69 -0.87 -0.66
H2 -1.46 -1.62 -0.42
C4 0.37 -0.92 0.47
H3 -0.27 -1.14 -1.64
H4 3.18 0.94 -0.18
C5 -1.29 0.46 -0.73
H5 0.73 -1.97 0.51
H6 -0.36 0.55 1.54
O1 -0.12 -0.39 1.73
C6 1.47 -0.01 0.38

The spin multiplicity is 1. Its SMILES is C#CC[C@H](O)C#C. The calculation puts the molar mass at 94.11 g mol⁻¹. The value obtained for the total energy is -307.28276 Eh. For the gap between HOMO and LUMO, the calculation gives 10.72 eV. As for the HOMO energy: -9.8495 eV. For the energy above the lowest of the compared OMol25 structures with the same formula, charge and spin, the calculation gives 4.9164 eV.

=====

4.
The following is a quantum chemistry calculation of an isolated molecule of C6H6O, from the Open Molecules 2025 dataset.

Cartesian coordinates (Å):
C1 0.29 0.80 -0.44
H1 -0.37 -2.30 -0.25
C2 1.34 0.50 0.55
H2 -1.25 -1.44 -1.53
H3 -1.84 1.20 -0.53
H4 0.54 1.70 -1.01
C3 -1.12 0.77 0.18
C4 0.48 -0.51 -1.17
C5 -0.63 -1.30 -0.61
O1 -1.36 -0.60 0.39
H5 -1.19 1.29 1.13
H6 2.93 -0.22 2.00
C6 2.18 0.10 1.31

The spin multiplicity is 1. The calculation puts the molar mass at 94.11 g mol⁻¹. The value obtained for the total energy is -307.25640 Eh. For the gap between HOMO and LUMO, the calculation gives 9.05 eV. As for the HOMO energy: -9.1731 eV. For the energy above the lowest of the compared OMol25 structures with the same formula, charge and spin, the calculation gives 5.6337 eV.

=====

5.
The following is a quantum chemistry calculation of an isolated molecule of C6H6O in a non-equilibrium geometry, from the Open Molecules 2025 dataset.

Cartesian coordinates (Å):
H1 0.87 -1.70 -0.20
H2 0.73 0.74 -1.74
H3 0.12 -1.57 1.81
C1 0.25 0.33 -0.91
C2 0.14 -0.96 -0.12
O1 0.09 2.58 -0.05
H4 -0.49 -1.02 -2.17
C3 0.31 0.69 1.43
C4 -0.82 -0.55 -1.18
H5 -1.86 -0.38 -0.89
H6 0.09 1.05 2.54
C5 0.34 1.45 0.23
C6 0.23 -0.67 1.24

The spin multiplicity is 1. Its SMILES is O=C1C=C[C@H]2C[C@@H]12. The calculation puts the molar mass at 94.11 g mol⁻¹. The value obtained for the total energy is -307.32982 Eh. For the gap between HOMO and LUMO, the calculation gives 8.97 eV. As for the HOMO energy: -8.9159 eV. For the energy above the lowest of the compared OMol25 structures with the same formula, charge and spin, the calculation gives 3.6357 eV.

=====

6.
The following is a quantum chemistry calculation of a structure of composition C6H6O, from the Open Molecules 2025 dataset.

Cartesian coordinates (Å):
C1 -0.05 -0.29 -1.33
H1 0.80 -0.08 -1.97
O1 1.39 -0.44 0.56
C2 0.25 -0.98 -0.05
H2 -0.96 -0.60 -1.84
H3 1.68 1.53 -0.11
C3 -0.36 0.64 -0.17
H4 0.07 -2.03 0.17
C4 -1.42 -0.17 0.80
C5 0.98 0.94 0.49
H5 0.86 1.37 1.49
H6 -1.53 -0.90 1.60
C6 -1.71 1.03 0.37

The spin multiplicity is 1. The calculation puts the molar mass at 94.11 g mol⁻¹. The value obtained for the total energy is -307.21487 Eh. For the gap between HOMO and LUMO, the calculation gives 9.15 eV. As for the HOMO energy: -8.4455 eV. For the energy above the lowest of the compared OMol25 structures with the same formula, charge and spin, the calculation gives 6.7638 eV.